Arrangement w

A cluster of 7 separate species, C4H23NO7 in total. Source: the Open Molecules 2025 dataset; level of theory: ωB97M-V/def2-TZVPD.

- SMILES string: COC[C@H](C)N.O.O.O.O.O.O
- HOMO-LUMO gap: 8.97 eV
- Net charge: 0

The geometry in XYZ format:
```
35
Properties=species:S:1:pos:R:3:nbo_charge:R:1
O 10.373 7.526 5.886 -0.937
H 9.932 6.684 5.772 0.466
H 10.735 7.489 6.771 0.471
O 15.092 15.315 10.388 -0.936
H 15.211 16.210 10.070 0.465
H 14.764 14.832 9.630 0.470
O 11.613 13.613 14.207 -0.937
H 11.695 13.596 13.254 0.473
H 11.404 12.710 14.446 0.464
O 11.300 7.513 10.432 -0.940
H 10.635 7.632 11.110 0.470
H 11.706 6.671 10.639 0.470
O 13.080 14.536 6.609 -0.942
H 12.585 14.202 5.861 0.473
H 13.325 15.427 6.356 0.470
O 10.687 12.178 9.822 -0.943
H 11.227 12.618 9.166 0.473
H 10.690 11.258 9.558 0.469
C 3.813 12.419 6.930 -0.630
C 4.629 12.984 8.140 -0.065
C 4.124 12.191 9.472 -0.073
O 4.363 12.944 10.664 -0.568
C 5.624 12.848 11.376 -0.243
N 6.015 12.659 7.943 -0.818
H 2.770 12.599 7.190 0.210
H 3.956 11.345 6.816 0.199
H 4.007 12.725 5.902 0.224
H 4.470 14.013 8.462 0.205
H 4.641 11.241 9.612 0.155
H 3.043 12.072 9.541 0.186
H 6.417 13.209 10.721 0.157
H 5.882 11.818 11.623 0.165
H 5.565 13.441 12.288 0.202
H 6.424 12.814 8.854 0.347
H 6.093 11.677 7.721 0.348
```



Arrangement x

A cluster of 7 separate species, C4H23NO7 in total. Source: the Open Molecules 2025 dataset; level of theory: ωB97M-V/def2-TZVPD.

- SMILES string: CNCCCO.O.O.O.O.O.O
- HOMO-LUMO gap: 9.07 eV
- Net charge: 0

The geometry in XYZ format:
```
35
Properties=species:S:1:pos:R:3:nbo_charge:R:1
C -1.058 2.142 1.807 -0.425
N -1.216 0.739 1.491 -0.649
C -0.886 -0.286 2.446 -0.210
C -1.523 -1.615 2.009 -0.451
C -0.632 -2.830 2.193 -0.067
O 0.335 -2.830 1.120 -0.735
H -1.962 2.608 2.199 0.195
H -0.193 2.328 2.444 0.169
H -0.836 2.796 0.946 0.211
H -0.822 0.675 0.569 0.356
H 0.207 -0.501 2.587 0.152
H -1.234 0.011 3.439 0.198
H -2.470 -1.517 2.576 0.227
H -1.887 -1.525 0.983 0.210
H -1.104 -3.806 2.136 0.180
H -0.025 -2.725 3.095 0.183
H -0.088 -2.563 0.302 0.455
H -0.972 -2.051 -2.142 0.463
H -1.509 -1.310 -3.278 0.479
O -1.048 -1.151 -2.463 -0.941
H 2.235 2.955 -0.337 0.485
H 1.065 3.327 -1.279 0.465
O 2.045 3.291 -1.222 -0.951
H 2.491 -2.275 -1.391 0.483
H 3.165 -1.845 -2.656 0.474
O 2.296 -1.867 -2.254 -0.953
H 2.414 0.532 -2.911 0.468
H 1.159 -0.122 -2.503 0.488
O 1.511 0.764 -2.681 -0.960
H -0.772 2.337 -3.640 0.472
H -1.030 1.536 -2.450 0.470
O -1.493 2.128 -3.045 -0.942
H 1.109 0.638 -0.061 0.469
H 1.083 0.921 1.369 0.467
O 1.644 1.093 0.601 -0.935
```



Stability ranking, top entry: arrangement x; the second entry is 9.5 kcal/mol less favorable.



Arrangement w

An isolated molecule of C3H8FNS. Source: the Open Molecules 2025 dataset; level of theory: ωB97M-V/def2-TZVPD.

- SMILES string: NC[C@H](F)CS
- HOMO-LUMO gap: 9.98 eV
- Net charge: 0

The geometry in XYZ format:
```
14
Properties=species:S:1:pos:R:3:nbo_charge:R:1
C 1.261 -0.194 -0.473 -0.251
C 0.036 -0.775 0.144 0.188
C -0.660 0.231 1.049 -0.524
H 0.037 0.718 -1.771 0.374
H 1.567 1.386 -1.753 0.370
H 1.838 -0.008 0.456 0.193
H 1.808 -0.974 -1.057 0.182
H 0.294 -1.627 0.769 0.169
H -0.161 0.328 1.942 0.210
H -0.660 1.154 0.543 0.240
H -2.948 0.240 0.582 0.129
N 0.845 0.969 -1.212 -0.853
F -0.931 -1.076 -0.816 -0.377
S -2.326 -0.372 1.595 -0.051
```



Arrangement x

A cluster of 3 separate species, C3H8FNS in total. Source: the Open Molecules 2025 dataset; level of theory: ωB97M-V/def2-TZVPD.

- HOMO-LUMO gap: 9.45 eV
- Net charge: 0

The geometry in XYZ format:
```
14
Properties=species:S:1:pos:R:3:nbo_charge:R:1
C -0.681 0.122 -0.429 -0.187
C -0.356 -1.188 0.228 -0.454
C -0.686 1.150 0.742 0.044
H 1.172 1.503 -0.620 0.336
H 1.227 -0.651 -1.715 0.312
H -1.555 -0.011 -1.000 0.226
H -0.060 -2.139 -0.443 0.241
H -1.097 -1.527 0.887 0.218
H 1.947 -1.293 -0.093 0.104
H -1.256 0.957 1.561 0.179
H 0.430 1.215 0.964 0.190
N 0.362 0.526 -1.458 -0.745
F -0.861 2.513 0.294 -0.383
S 1.413 -1.178 1.080 -0.081
```



Stability ranking, top entry: arrangement w; the second entry is 121.4 kcal/mol less favorable.